Record 1
Formula: FInNO3
Source: the OMol25 dataset
Level of theory: ωB97M-V/def2-TZVPD

XYZ file:
```
6
FInNO3 | the OMol25 dataset | ωB97M-V/def2-TZVPD
In -14.122 -16.552 -15.138
N -11.593 -18.595 -13.182
O -12.584 -19.093 -12.695
O -10.502 -18.852 -12.751
O -11.687 -17.839 -14.173
F -13.525 -14.119 -14.037
```

For the calculated total energy, the calculation gives -15504.7125 eV. As for the total charge: +1. Its HOMO energy is -15.424 eV. The calculation puts the molar mass at 195.82 g mol⁻¹. As for the frontier orbital gap: 0.132 Eh. The value obtained for the energy relative to the best compared isomer or geometry (same formula, charge and spin) is 37.9 kcal per mole.

=====

Record 2
Formula: C3H7N
Source: the OMol25 dataset
Level of theory: ωB97M-V/def2-TZVPD

XYZ file:
```
11
C3H7N | the OMol25 dataset | ωB97M-V/def2-TZVPD
C 1.349 0.048 -0.542
C 0.148 -0.143 0.006
C -0.862 0.976 0.051
N -0.232 -1.313 0.634
H 2.087 -0.757 -0.537
H 1.709 0.974 -0.961
H -0.551 1.736 0.763
H -1.855 0.671 0.360
H -0.991 1.460 -0.910
H -1.204 -1.563 0.569
H 0.401 -2.091 0.566
```

For the calculated total energy, the calculation gives -4714.1025 eV. As for the total charge: 0. Its SMILES is C=C(C)N. Its HOMO energy is -8.048 eV. The calculation puts the molar mass at 57.10 g mol⁻¹. As for the frontier orbital gap: 0.338 Eh. The value obtained for the energy relative to the best compared isomer or geometry (same formula, charge and spin) is 1.3 kcal per mole.